(1)
A 2-piece molecular cluster, C4H10BrFNOP overall in a non-equilibrium geometry, computed with ωB97M-V/def2-TZVPD.

Geometry (Å):
O -2.05 -0.28 1.11
H 1.45 0.33 2.09
H 1.73 2.99 1.31
C 1.17 2.17 0.81
H 2.20 -1.55 -0.72
H 2.70 0.68 0.79
C 0.30 -1.50 -1.68
Br -3.97 0.76 -0.86
H -0.13 -2.55 -1.53
F -3.55 -1.94 0.13
C 1.67 0.73 1.04
H -1.34 -0.56 0.51
H 1.31 2.40 -0.19
H 0.66 -1.42 -2.67
H 0.17 2.27 1.13
H -0.71 -0.96 -1.68
N 0.83 -0.06 0.11
C 1.23 -1.04 -0.62
P -3.67 -0.47 0.90

Lowest unoccupied orbital energy (alpha / beta) in eV: 0.731 / -3.667
2S+1: 3
Orbital gap (alpha / beta) in eV: 5.7 / 6.3
Expectation value of S²: 2.006

***

(2)
A 2-piece molecular cluster, C4H10BrN2 overall in a non-equilibrium geometry, computed with ωB97M-V/def2-TZVPD.

Geometry (Å):
H 0.52 -1.67 -1.20
H 1.98 1.45 -0.02
H -1.28 -1.61 0.98
H -1.81 1.64 0.10
H 2.38 -1.46 -0.87
H -2.81 -0.99 0.61
H -1.55 0.06 1.54
C -1.76 -0.68 0.82
Br 3.96 0.03 0.12
N 1.32 -1.27 -0.73
C -1.55 1.05 -0.74
H -0.66 1.61 -1.39
C 2.02 0.50 0.68
H -2.41 1.08 -1.35
H 1.84 0.81 1.80
N -1.20 -0.24 -0.41
C 1.03 -0.32 0.07

Relative energy (zero: lowest compared OMol25 entry of this formula, charge and spin) in eV: 5.3381
Lowest unoccupied orbital energy (alpha / beta) in eV: -6.216 / -6.170
2S+1: 1
Orbital gap (alpha / beta) in eV: 7.8 / 7.8
Charge: +1

***

(3)
A 2-piece molecular cluster, C4H10Cl2N2S overall, computed with ωB97M-V/def2-TZVPD.

Geometry (Å):
H -0.24 0.19 0.09
C -0.14 0.26 -1.00
H -1.15 0.53 1.39
N -1.43 -0.13 2.10
H -0.95 2.21 -1.02
C 1.19 2.43 -0.82
H 1.35 -1.62 2.52
H 1.05 0.01 2.05
C -0.03 1.73 -1.39
H 1.17 3.49 -1.08
N 0.71 -0.94 2.15
Cl 1.27 -0.72 -1.46
S -1.16 -2.57 3.13
C -0.61 -1.16 2.43
H -2.42 -0.33 2.16
H -1.02 -0.20 -1.47
Cl -0.09 1.92 -3.17
H 1.20 2.34 0.27
H 2.11 1.99 -1.22

Lowest unoccupied orbital energy in eV: 0.376
2S+1: 1
Orbital gap in eV: 8.8

***

(4)
One molecule with the formula C4H10ClN in a non-equilibrium geometry, computed with ωB97M-V/def2-TZVPD.

Geometry (Å):
C -0.88 -0.07 -0.25
H 1.04 -1.25 0.84
C 0.86 -1.74 -0.19
H -0.87 1.59 1.19
N -0.10 -1.03 -1.01
C -0.27 0.74 0.85
H 0.10 0.13 1.69
H -3.01 0.05 0.48
H -1.26 0.61 -0.95
H -1.95 -1.17 1.32
H 0.41 -0.51 -1.71
H 1.85 -1.81 -0.69
H 0.66 -2.86 0.00
C -2.17 -0.72 0.36
H -2.62 -1.49 -0.31
Cl 1.24 1.45 0.03

Relative energy (zero: lowest compared OMol25 entry of this formula, charge and spin) in eV: 1.0171
Lowest unoccupied orbital energy in eV: 0.989
2S+1: 1
Orbital gap in eV: 10.2

***

(5)
One molecule with the formula C4H10ClN in a non-equilibrium geometry, computed with ωB97M-V/def2-TZVPD.

Geometry (Å):
H 0.62 -2.30 -1.79
H -0.39 -1.30 -2.70
C -0.04 0.83 -0.45
C 0.81 -0.31 -1.22
H 0.01 2.51 -1.71
H 1.23 0.26 -2.10
C -0.01 -1.50 -1.66
C 0.13 0.61 1.03
H -1.13 0.88 -0.54
H 1.19 0.36 1.30
H -0.20 1.49 1.60
H -0.85 -1.74 -1.17
H 1.46 2.01 -1.22
H 1.75 -0.50 -0.63
Cl -0.74 -0.81 1.70
N 0.51 2.05 -0.88

Relative energy (zero: lowest compared OMol25 entry of this formula, charge and spin) in eV: 1.2985
Lowest unoccupied orbital energy in eV: 1.019
2S+1: 1
Orbital gap in eV: 10.2

***

(6)
A 2-piece molecular cluster, C4H10ClNSi overall in a non-equilibrium geometry, computed with ωB97M-V/def2-TZVPD.

Geometry (Å):
H 1.92 -0.36 -1.62
H 1.04 0.91 -0.68
H -1.57 1.93 -2.06
C -1.98 1.25 -1.19
C 1.31 -0.13 -0.80
Cl -2.02 -2.12 0.03
H 1.34 0.13 2.25
H 0.37 -0.53 -0.89
H -2.37 -0.55 2.17
H -2.73 0.56 -1.62
H -0.48 1.72 0.19
H 2.97 -0.34 0.79
C 1.95 -0.67 0.52
H 2.03 -1.67 0.16
Si -1.56 -0.54 1.06
C -1.37 1.09 -0.01
N 1.14 -0.69 1.70

Relative energy (zero: lowest compared OMol25 entry of this formula, charge and spin) in eV: 5.0854
Lowest unoccupied orbital energy (alpha / beta) in eV: -0.329 / -0.329
2S+1: 1
Orbital gap (alpha / beta) in eV: 7.4 / 7.4

***

(7)
C4H10F6Li2N3O14S6 as an isolated structure in a non-equilibrium geometry, computed with ωB97M-V/def2-TZVPD.

Geometry (Å):
H 14.31 7.34 -13.01
S 12.83 7.83 -8.05
N 17.12 12.32 -11.42
Li 14.25 11.43 -11.39
F 12.23 14.06 -13.26
H 14.26 11.19 -17.85
O 10.10 13.85 -12.09
C 13.46 10.57 -17.44
F 17.35 12.54 -8.97
O 14.05 9.41 -16.88
H 13.55 7.54 -16.30
O 18.02 10.44 -9.73
O 19.47 12.45 -10.09
O 18.76 13.55 -12.70
N 12.47 13.89 -11.02
N 11.13 7.85 -7.51
F 17.10 12.18 -13.70
S 11.61 14.21 -9.60
S 18.18 12.27 -12.49
H 15.63 8.47 -12.99
O 13.99 9.24 -13.94
O 18.85 11.02 -12.80
O 10.79 13.08 -9.16
O 13.62 6.60 -8.18
F 9.31 6.47 -7.60
O 10.72 6.35 -9.51
S 18.14 11.80 -10.18
O 13.20 8.90 -8.97
O 11.11 15.53 -9.24
H 12.82 11.14 -16.76
H 12.23 9.90 -14.78
S 10.83 6.51 -8.06
O 11.35 5.41 -7.21
H 12.11 8.37 -16.58
C 12.80 8.97 -14.72
Li 15.42 14.72 -11.42
H 12.74 10.33 -18.23
S 11.41 14.49 -11.97
H 15.15 7.71 -14.53
H 12.20 8.24 -14.17
F 12.86 13.94 -8.61
C 14.78 8.12 -13.59
C 13.12 8.54 -16.22
O 11.47 15.99 -12.08
F 13.38 8.36 -6.66

Relative energy (zero: lowest compared OMol25 entry of this formula, charge and spin) in eV: 8.3078
Lowest unoccupied orbital energy in eV: -0.935
2S+1: 1
Orbital gap in eV: 5.7
Charge: -1

***

(8)
C4H10F6Li3N3O14S6 as an isolated structure in a non-equilibrium geometry, computed with ωB97M-V/def2-TZVPD.

Geometry (Å):
H 20.27 16.97 3.47
H 21.63 17.78 4.20
O 25.48 16.78 -1.09
S 22.96 12.26 -3.96
C 21.09 16.84 4.18
F 26.05 15.27 0.63
O 25.27 13.63 -3.03
O 23.79 19.04 0.93
S 25.47 16.70 0.30
C 24.21 13.07 1.89
O 22.75 17.63 -0.82
S 19.41 15.44 -0.36
F 22.00 12.68 -0.15
O 23.25 11.38 -2.89
H 20.78 14.34 4.51
H 23.73 12.17 1.53
F 21.47 11.94 -4.37
O 23.67 12.21 -5.18
N 20.87 14.74 -0.65
O 18.41 15.08 -1.31
H 21.93 12.57 3.09
H 22.97 13.34 4.27
H 20.59 14.60 2.80
H 24.93 12.88 2.69
C 22.39 13.53 3.35
O 19.92 12.92 0.96
N 22.69 13.79 -3.50
F 19.87 16.89 -0.80
O 20.01 12.46 -1.44
F 21.95 17.66 1.39
Li 21.43 14.88 -2.56
S 23.26 17.82 0.50
O 23.79 14.34 -1.19
C 21.33 14.57 3.60
Li 23.94 15.81 2.82
S 20.50 13.13 -0.31
O 23.25 14.05 2.34
H 24.78 13.49 1.08
S 24.04 14.15 -2.60
F 24.09 15.63 -3.15
O 19.14 15.59 1.02
Li 22.60 15.11 0.20
H 20.66 16.56 5.14
O 21.98 15.84 3.69
N 23.96 16.43 1.03
O 26.25 17.60 1.08

Relative energy (zero: lowest compared OMol25 entry of this formula, charge and spin) in eV: 0.0000
Lowest unoccupied orbital energy in eV: -0.889
2S+1: 1
Orbital gap in eV: 9.8

***

(9)
One molecule with the formula C4H10IN in a non-equilibrium geometry, computed with ωB97M-V/def2-TZVPD.

Geometry (Å):
H -2.50 -0.74 -0.31
C 0.50 -0.80 0.03
H 0.36 -1.71 -0.49
H -0.39 1.53 -1.94
N -2.03 -0.42 0.51
C -0.98 0.69 -1.59
H 0.68 -0.05 2.13
C -0.57 0.19 -0.17
H 2.14 -0.96 1.62
H -0.39 1.06 0.44
H -0.98 -0.18 -2.27
H 0.69 -1.86 1.96
I -3.14 0.87 1.69
H 1.27 -0.26 -0.59
H -2.05 0.98 -1.42
C 0.97 -0.88 1.49

Relative energy (zero: lowest compared OMol25 entry of this formula, charge and spin) in eV: 0.2506
Lowest unoccupied orbital energy in eV: 0.065
2S+1: 1
Orbital gap in eV: 8.6

***

Number 1: total energy -3303.4812 Ha. Number 2: total energy -2841.4985 Ha. Number 3: total energy -1586.5154 Ha. Number 4: total energy -673.3221 Ha. Number 5: total energy -673.3117 Ha. Number 6: total energy -962.7188 Ha. Number 7: total energy -4379.3111 Ha. Number 8: total energy -4387.1020 Ha. Number 9: total energy -510.7806 Ha.